1.
{
  "formula": "C19H39ClFNO2",
  "method": "the ωB97M-V functional and the def2-TZVPD basis",
  "elements": ["C", "C", "C", "Cl", "C", "C", "N", "C", "C", "C", "C", "C", "C", "C", "C", "O", "C", "C", "C", "F", "H", "H", "H", "H", "H", "H", "H", "H", "H", "H", "H", "H", "H", "H", "H", "H", "H", "H", "H", "H", "H", "H", "H", "H", "H", "H", "H", "H", "H", "H", "H", "H", "C", "C", "C", "O", "H", "H", "H", "H", "H", "H", "H"],
  "xyz": [[-0.43871, -4.75468, 1.45527], [0.88266, -4.92027, 2.20352], [1.49243, -3.65659, 2.80731], [1.76038, -2.46090, 1.49531], [0.77657, -3.04421, 4.03694], [0.48479, -1.55132, 4.07220], [-0.73868, -1.41911, 3.24945], [-1.55314, -0.14015, 3.28358], [-0.79497, 1.15384, 3.55915], [-0.20110, 1.82283, 2.31438], [0.49034, 0.86036, 1.34191], [1.72831, 1.44158, 0.67399], [1.41435, 2.10044, -0.66152], [0.91324, 1.11560, -1.71572], [0.09911, 1.81933, -2.82518], [-1.19026, 1.22838, -2.95018], [-2.10369, 1.75273, -2.01548], [-1.58042, -2.55738, 3.76695], [-0.61483, -3.56046, 4.42743], [-0.69347, -3.49773, 5.81148], [-0.52419, -5.43221, 0.62173], [-0.61519, -3.73705, 1.13230], [-1.25872, -5.01001, 2.11939], [0.83280, -5.68368, 2.97319], [1.60962, -5.27811, 1.48573], [2.47608, -3.93460, 3.14373], [1.45284, -3.21894, 4.86639], [1.28157, -0.85598, 3.87327], [0.13018, -1.34820, 5.08170], [-0.62224, -1.67589, 2.26575], [-2.37509, -0.22751, 3.97692], [-1.99845, -0.03621, 2.30286], [-0.02614, 1.06484, 4.32068], [-1.52905, 1.83770, 3.96730], [0.54664, 2.52837, 2.65597], [-0.94834, 2.41612, 1.79963], [0.82279, -0.01119, 1.89091], [-0.21981, 0.53977, 0.58623], [2.26554, 2.10664, 1.34395], [2.39965, 0.60729, 0.47106], [2.31650, 2.55193, -1.05674], [0.71525, 2.91785, -0.49831], [0.28249, 0.34815, -1.27829], [1.76991, 0.60244, -2.13478], [0.61801, 1.74406, -3.77239], [0.02163, 2.87461, -2.58127], [-2.88103, 1.00990, -1.87221], [-2.54630, 2.67355, -2.39500], [-1.64139, 1.96122, -1.04646], [-2.25657, -2.28456, 4.56483], [-2.14388, -3.07847, 3.00883], [-0.83651, -4.58721, 4.18531], [-0.86868, 3.84041, -6.94376], [0.66789, 3.84463, -7.12127], [1.06431, 2.51969, -7.81276], [1.28147, 3.95411, -5.92156], [-1.17964, 3.01179, -6.30079], [-1.20048, 4.77580, -6.48676], [-1.39508, 3.73510, -7.90776], [0.88037, 4.64957, -7.87260], [0.79345, 1.66357, -7.18830], [2.14185, 2.49082, -7.98938], [0.56306, 2.39761, -8.78804]],
  "mulliken_charge": [-0.9564, -0.9915, -0.2198, -0.0822, -0.3595, -1.0946, 0.3029, -0.8487, -0.9487, -0.8612, 1.4732, -1.2270, -0.7506, -0.2789, -0.7352, -0.4009, -0.4778, -0.8333, -0.0444, -0.3582, 0.3826, 0.2444, 0.2282, 0.3955, 0.4911, 0.6233, 0.6059, 0.3478, 0.6010, 0.3773, 0.5282, 0.3819, 0.4164, 0.3822, 0.3704, 0.3180, -0.9390, 0.1652, 0.5220, 0.2272, 0.4291, 0.3881, 0.2352, 0.4294, 0.3553, 0.2866, 0.2536, 0.3240, 0.0384, 0.3985, 0.4212, 0.4399, -1.1816, 0.4216, -1.2537, -0.9035, 0.1829, 0.2897, 0.3806, 0.1931, 0.2495, 0.3041, 0.3415],
  "total_energy_ha": -1512.402405,
  "homo_ev": -3.659,
  "lumo_energy_ev": -1.028,
  "multiplicity": 1
}

***

2.
{
  "formula": "C11H16P",
  "method": "the ωB97M-V functional and the def2-TZVPD basis",
  "elements": ["C", "C", "C", "C", "C", "C", "C", "C", "C", "C", "C", "P", "H", "H", "H", "H", "H", "H", "H", "H", "H", "H", "H", "H", "H", "H", "H", "H"],
  "xyz": [[2.40661, 1.35809, -0.64782], [3.54480, 0.65145, -0.24171], [1.11397, 1.21151, -0.03782], [3.33708, -0.57222, 0.43462], [-1.14833, -0.33998, -0.51613], [0.19488, -0.45719, -0.31474], [0.99913, 0.14755, 0.95520], [2.18553, -0.70438, 1.17563], [0.92115, -1.56815, -1.13836], [-2.73570, 1.17997, 1.49324], [-3.79985, -0.32464, -0.76758], [-2.49214, 0.80938, -0.31320], [2.46980, 2.28343, -1.13367], [4.52740, 1.08215, -0.35919], [0.31905, 1.96482, -0.16966], [4.16456, -1.28780, 0.42667], [-1.37429, -1.01455, -1.29864], [0.07487, 0.33575, 1.54436], [2.26428, -1.47178, 1.98012], [1.84100, -1.30621, -1.49727], [0.31517, -1.84835, -1.97340], [1.11717, -2.34880, -0.51202], [-2.49720, 0.20195, 1.93961], [-3.69558, 1.49787, 1.98604], [-2.10969, 2.05072, 1.82855], [-3.74639, -0.22513, -1.91392], [-4.70820, 0.02565, -0.45590], [-3.48906, -1.33111, -0.47299]],
  "mulliken_spin": [-0.0797, 0.3086, 0.2791, -0.0509, 0.4125, 0.1440, -0.0505, 0.2675, -0.0020, 0.1047, 0.0445, 0.5106, -0.0026, 0.0130, 0.0184, -0.0072, 0.0110, 0.0215, 0.0139, 0.0098, 0.0030, 0.0050, 0.0159, -0.0041, -0.0034, 0.0103, -0.0044, 0.0115],
  "total_energy_ha": -769.620417,
  "homo_ev": [-9.922, -12.609],
  "lumo_energy_ev": [-3.430, -6.847],
  "multiplicity": 3,
  "total_charge": 1
}

***

3.
{
  "formula": "C22H17Cl2N6OPd",
  "method": "the ωB97M-V functional and the def2-TZVPD basis",
  "elements": ["Pd", "Cl", "C", "C", "C", "Cl", "C", "C", "C", "C", "N", "C", "C", "O", "H", "H", "H", "H", "N", "C", "C", "C", "C", "C", "N", "C", "C", "C", "C", "C", "N", "H", "H", "H", "H", "H", "H", "H", "H", "H", "N", "C", "C", "N", "C", "H", "H", "H", "H"],
  "xyz": [[-0.83738, 0.06148, 0.29943], [3.13420, 3.38115, -0.75506], [1.82100, 3.57699, 0.36872], [1.75421, 4.74911, 1.11640], [0.74778, 4.95708, 2.01783], [0.70492, 6.45016, 2.93470], [-0.24972, 3.97816, 2.21568], [-1.30785, 4.10097, 3.14229], [-2.22489, 3.09856, 3.26394], [-2.10329, 1.95886, 2.45397], [-1.13109, 1.81181, 1.58679], [-0.18869, 2.78647, 1.44680], [0.88396, 2.53205, 0.47789], [0.93854, 1.47201, -0.19666], [2.51384, 5.50657, 0.97410], [-1.37575, 4.99454, 3.74785], [-3.03906, 3.16563, 3.97337], [-2.82338, 1.15346, 2.51143], [-0.56218, -1.63108, -2.86621], [-1.58116, -1.47512, -1.90517], [-2.83734, -1.12635, -2.33326], [-3.86276, -0.94332, -1.36382], [-3.56917, -1.07520, -0.04430], [-2.22542, -1.43503, 0.34789], [-1.26530, -1.75549, -0.61226], [0.78886, -1.28632, -2.74052], [1.44913, -0.85614, -3.90503], [2.77261, -0.49180, -3.81926], [3.41515, -0.55342, -2.58917], [2.68195, -1.00414, -1.51017], [1.40810, -1.38732, -1.57121], [-0.90709, -1.43784, -3.79195], [-3.03195, -0.97442, -3.38737], [-4.86435, -0.68224, -1.68520], [-4.32724, -0.94975, 0.71873], [-2.12080, -1.96235, 1.29586], [0.91255, -0.78851, -4.84417], [3.29669, -0.14194, -4.70071], [4.44563, -0.25058, -2.46831], [3.13622, -1.06840, -0.52677], [0.46662, -3.70611, 0.75618], [0.73355, -4.97287, 1.19193], [1.69922, -4.82883, 2.15062], [2.02878, -3.50186, 2.31112], [1.24645, -2.86946, 1.45694], [-0.18606, -3.32917, 0.06685], [0.23638, -5.84035, 0.79485], [2.18001, -5.60192, 2.72915], [1.22561, -1.80771, 1.26524]],
  "mulliken_charge": [0.2724, -0.2443, 0.3367, -0.7065, 0.5944, -0.3102, 0.3093, -0.6863, -0.8602, -0.1576, -0.4556, 0.4455, -0.0229, -0.5588, 0.4199, 0.3807, 0.3753, 0.4403, -0.1650, 0.6047, -0.6623, -0.5052, -0.7769, -0.4066, -0.2280, 0.7034, -0.9151, -0.3555, -0.8559, -0.1293, 0.0840, 0.2024, 0.2982, 0.3590, 0.4432, 0.3471, 0.2897, 0.3794, 0.3969, 0.3363, 0.1409, -0.2577, -0.5521, -0.7184, -0.0857, 0.3509, 0.3893, 0.3846, 0.3314],
  "total_energy_ha": -2300.707116,
  "homo_ev": -3.898,
  "lumo_energy_ev": 2.738,
  "multiplicity": 1,
  "total_charge": -1
}

***

4.
{
  "formula": "C20H30N2O5S",
  "method": "the ωB97M-V functional and the def2-TZVPD basis",
  "elements": ["C", "S", "C", "C", "C", "O", "C", "O", "N", "C", "C", "O", "C", "C", "N", "C", "O", "C", "C", "C", "C", "C", "C", "O", "C", "C", "C", "C", "H", "H", "H", "H", "H", "H", "H", "H", "H", "H", "H", "H", "H", "H", "H", "H", "H", "H", "H", "H", "H", "H", "H", "H", "H", "H", "H", "H", "H", "H"],
  "xyz": [[7.24301, -1.39017, 4.00245], [5.87875, -0.75192, 3.01446], [5.26113, -2.31862, 2.32149], [4.47264, -3.15042, 3.32316], [4.46679, -2.01890, 1.03563], [4.16474, -3.20392, 0.33104], [3.13039, -1.33883, 1.35020], [2.12560, -1.96443, 1.62468], [3.19457, 0.01370, 1.36616], [2.07104, 0.83019, 1.76709], [1.33601, 1.45986, 0.58448], [2.33413, 2.28687, -0.02878], [0.83329, 0.41855, -0.41681], [-0.37267, -0.35332, 0.11495], [-1.43369, 0.56619, 0.50425], [-2.46408, 0.95096, -0.31320], [-3.14373, 1.93074, -0.07080], [-2.73666, 0.05204, -1.51829], [-3.96936, 0.43670, -2.28852], [-4.06115, 1.67255, -2.92595], [-5.18892, 2.00926, -3.64821], [-6.26227, 1.12599, -3.75287], [-7.48229, 1.54207, -4.53347], [-8.39083, 0.45618, -4.62953], [-6.17762, -0.10318, -3.12157], [-5.03776, -0.43877, -2.39794], [-1.01610, 1.48370, 1.55485], [0.17332, 2.31969, 1.08482], [7.74096, -0.52846, 4.44308], [6.88854, -2.03550, 4.80365], [7.95764, -1.92597, 3.37867], [6.15162, -2.86892, 1.99608], [4.03024, -4.01367, 2.82477], [5.11754, -3.50491, 4.12735], [3.66687, -2.56226, 3.75988], [5.06298, -1.34074, 0.41311], [4.97600, -3.71368, 0.23545], [4.03537, 0.47767, 1.06553], [1.40188, 0.20031, 2.35098], [2.43009, 1.64193, 2.40190], [1.94624, 2.71953, -0.79752], [0.53800, 0.94953, -1.33034], [1.64450, -0.25944, -0.68405], [-0.73290, -1.06002, -0.62680], [-0.07816, -0.93984, 0.98787], [-1.86146, 0.07458, -2.17467], [-2.82573, -0.97872, -1.16853], [-3.24630, 2.38067, -2.84089], [-5.24102, 2.97628, -4.13728], [-7.95456, 2.39389, -4.03045], [-7.17370, 1.87754, -5.53007], [-9.18369, 0.76088, -5.07728], [-7.00205, -0.79747, -3.19660], [-4.98674, -1.40455, -1.90748], [-1.85677, 2.12497, 1.80280], [-0.75525, 0.89522, 2.43864], [0.52591, 2.98212, 1.87861], [-0.16428, 2.95626, 0.25981]],
  "mulliken_charge": [-0.8595, 0.0013, 0.0804, -1.3935, -0.3789, -0.5295, 0.2344, -0.6315, 0.1453, -1.7244, 1.4804, -0.6576, -1.0521, -0.9439, 0.1062, 0.7864, -0.6527, -0.7153, 0.4975, -0.4637, -0.9003, 0.5535, -0.4708, -0.5126, -0.7732, -0.4587, -1.1038, -1.1946, 0.3591, 0.2587, 0.2645, 0.5257, 0.3195, 0.4680, 0.2803, 0.2354, 0.4109, 0.3390, 0.5283, 0.4877, 0.4913, 0.4321, 0.3609, 0.3701, 0.5215, 0.3595, 0.5021, 0.3609, 0.3565, 0.2915, 0.3022, 0.2913, 0.4088, 0.3384, 0.5238, 0.3662, 0.4070, 0.3701],
  "total_energy_ha": -1664.045001,
  "homo_ev": -8.655,
  "smiles": "CS[C@@H](C)[C@@H](O)C(=O)NCC1(O)CCN(C(=O)Cc2ccc(CO)cc2)CC1",
  "lumo_energy_ev": 0.534,
  "multiplicity": 1
}

***

5.
{
  "formula": "C13H28BBrClIN2O6PS2",
  "method": "the ωB97M-V functional and the def2-TZVPD basis",
  "elements": ["C", "N", "C", "B", "O", "C", "P", "O", "O", "S", "C", "C", "C", "C", "I", "O", "C", "C", "Cl", "N", "Br", "H", "H", "H", "H", "H", "H", "H", "H", "H", "H", "H", "H", "H", "H", "H", "H", "H", "H", "H", "H", "C", "C", "C", "S", "O", "O", "C", "H", "H", "H", "H", "H", "H", "H", "H"],
  "xyz": [[6.12860, -1.90981, -0.91246], [5.44186, -0.62298, -0.65450], [6.30764, 0.25086, 0.17307], [4.19318, -0.82349, 0.04531], [4.13709, -1.47926, 1.24832], [2.74116, -0.27788, -0.57542], [2.86824, 1.55046, -1.00901], [2.65668, 2.27704, 0.38481], [1.50161, 1.77466, -1.80929], [4.38127, 2.19962, -1.96859], [1.61672, -0.45419, 0.49946], [0.28709, 0.29276, 0.31502], [-0.60789, -0.12240, -0.84608], [-1.99880, 0.48619, -0.72261], [-2.02767, 2.59447, -1.00952], [1.35047, -1.79134, 0.81991], [1.21182, -2.75186, -0.18608], [1.79794, -2.44887, -1.58133], [3.07684, -3.60713, -1.92115], [2.29033, -1.01028, -1.81729], [3.53607, -0.95912, -3.27586], [6.27662, -2.48948, 0.00367], [5.58058, -2.50764, -1.63406], [7.11224, -1.68827, -1.32267], [5.74766, 0.79348, 0.93826], [6.78677, 0.99215, -0.46255], [7.07841, -0.32335, 0.68801], [4.21656, -0.95271, 2.04519], [2.34891, 1.72344, 1.10992], [1.75553, 2.15473, -2.66435], [2.08016, -0.05815, 1.40742], [-0.27004, 0.07099, 1.22877], [0.39990, 1.37744, 0.30722], [-0.77713, -1.19983, -0.85555], [-0.21372, 0.19245, -1.81562], [-2.43008, 0.28363, 0.25328], [-2.67025, 0.08176, -1.47107], [1.68473, -3.66259, 0.16896], [0.15491, -2.98728, -0.32649], [1.03843, -2.61552, -2.33923], [1.50620, -0.48071, -2.21373], [-7.23554, 2.31935, 1.41007], [-7.75152, 0.96893, 1.92859], [-6.86335, -0.12452, 1.31952], [-5.26238, 0.64166, 1.03852], [-4.99376, 0.67785, -0.37897], [-4.27095, 0.07915, 1.92562], [-5.71985, 2.28186, 1.58208], [-7.67348, 3.15573, 1.95103], [-7.48622, 2.43444, 0.35381], [-7.67625, 0.94197, 3.01671], [-8.79588, 0.80885, 1.66870], [-6.72342, -0.97696, 1.97887], [-7.23175, -0.46079, 0.35253], [-5.18180, 3.01213, 0.98191], [-5.43050, 2.36833, 2.62895]],
  "mulliken_charge": [-1.1379, -0.0670, -1.1901, 0.4510, -0.5764, 0.2489, 0.9435, -0.6481, -0.4281, -0.3285, -0.8322, -0.8192, 0.3412, -1.8806, 0.0168, -0.4263, -1.2419, 0.3439, -0.0326, -0.4391, 0.1898, 0.3541, 0.2901, 0.3999, 0.4203, 0.3369, 0.3894, 0.3286, 0.4482, 0.3298, 0.6634, 0.6430, 0.5713, 0.2020, 0.1403, 0.3959, 0.6843, 0.5453, 0.3606, 0.4438, 0.5345, -0.6083, -0.5905, -0.7254, 1.2622, -0.6460, -0.7299, -0.6896, 0.3599, 0.3005, 0.2981, 0.3224, 0.3686, 0.3635, 0.3546, 0.3908],
  "total_energy_ha": -5567.373634,
  "homo_ev": -11.545,
  "lumo_energy_ev": -4.633,
  "multiplicity": 1,
  "total_charge": 1
}

***

6.
{
  "formula": "C4H5ClN2",
  "method": "the ωB97M-V functional and the def2-TZVPD basis",
  "elements": ["C", "C", "C", "C", "H", "H", "H", "H", "H", "N", "N", "Cl"],
  "xyz": [[0.69714, 0.96103, 0.14048], [-0.74190, 1.08186, -0.41405], [-0.78842, -0.80190, 0.99722], [-0.42338, 0.66434, 1.05527], [1.38545, 1.72506, 0.39676], [-1.09892, 2.05733, -0.72858], [-2.06831, 0.03111, -1.68786], [-0.68566, -1.45461, 1.82580], [-0.74317, 1.33107, 1.89920], [-1.27578, -0.08462, -1.00881], [-1.46467, -1.03838, -0.13919], [1.76077, -0.42711, -0.25546]],
  "mulliken_charge": [-0.1070, -0.3371, -0.3296, -0.1737, 0.4032, 0.3421, 0.2912, 0.4051, 0.3227, 0.0137, -0.6143, -0.2163],
  "total_energy_ha": -725.024532,
  "homo_ev": -8.381,
  "smiles": "Cl[C@@H]1[C@@H]2C=NN[C@H]12",
  "lumo_energy_ev": 0.823,
  "multiplicity": 1
}